Below is a structure of composition C2H5CuLiO2, with properties calculated with wB97M-V/def2-TZVPD.

Each line ends with the Mulliken charge.
Positions of all 11 atoms, in Å:
1 H -3.931 1.528 -2.428  -0.076
2 Cu -2.239 1.224 -1.403  -0.102
3 O -0.892 -0.459 -0.010  -0.995
4 C 0.232 0.332 0.181  0.079
5 C 1.468 -0.409 0.733  -0.490
6 O 2.434 0.531 0.910  -0.805
7 Li -0.391 -2.139 0.252  0.763
8 H -0.049 0.998 1.036  0.287
9 H 0.643 0.625 -0.821  0.318
10 H 1.664 -1.209 -0.048  0.007
11 H 1.061 -1.021 1.597  0.014

Calculated values
**Molecular weight**: 131.55 g/mol
**Orbital gap**: 4.6 eV
**E_tot**: -51091.6982 eV
**Largest force on an atom**: 0.0435 Eh/bohr
**E_LUMO**: 1.80 eV
**Net charge**: -1